# 1
Here is a structure of composition C22H52BrFN3O5PS from the OMol25 dataset. Energies are from ωB97M-V/def2-TZVPD.

```
86
Properties=species:S:1:pos:R:3
Br -0.14094 0.96311 1.06786
S 2.81802 3.69560 4.87453
P -0.12740 3.00442 2.02333
F 0.41251 0.62410 4.25682
O 1.34327 3.36413 4.35507
O 3.21150 4.96863 4.37580
O 2.89503 3.38012 6.25247
O -1.07985 2.82436 3.32606
O 3.52713 2.55648 4.03266
N 2.45120 -4.59204 4.04534
N -1.53773 3.98179 -1.38663
N -1.73924 -1.84279 -4.49895
C -1.38875 -2.03426 -5.89580
C -3.76915 -0.31509 -4.84231
C 2.26542 -7.05329 4.73121
C -3.58447 3.72815 -2.90554
C -0.58211 0.42052 -4.23149
C -1.76972 5.36104 -0.99729
C -0.83196 -1.00675 -3.72964
C 1.51078 3.08541 2.95965
C 3.02684 -3.56469 1.87012
C 2.54343 0.59602 3.17020
C 0.01858 -2.57717 -6.08734
C 0.06281 -5.03113 3.23213
C 2.75435 -5.62911 5.01795
C 1.72993 0.21259 4.38719
C -3.15645 -1.60448 -4.28156
C -2.77846 5.49846 0.13217
C 3.09967 -4.79423 2.76018
C 1.06449 -4.15279 3.99150
C -0.37569 3.79965 -2.23569
C 2.69315 2.08329 2.90648
C -0.39322 4.41823 -3.63736
C -2.71656 3.21169 -1.75139
H 1.04335 -3.15355 3.54871
H 0.18778 -2.79903 -7.14169
H -0.22145 -5.91911 3.79429
H -1.21627 -0.97147 -2.70655
H 1.73016 -0.87366 4.49762
H 2.75512 -7.75200 5.41202
H -3.47934 0.56341 -4.26591
H 4.14894 -5.02175 2.96790
H 3.42537 -2.69517 2.39706
H 2.00386 -3.34174 1.56408
H -1.41557 1.08784 -4.01240
H -2.83441 6.53856 0.45515
H 3.61345 -3.71902 0.96389
H -3.48249 -0.14939 -5.88180
H -3.78159 5.19630 -0.17086
H 0.72908 -4.02215 5.02355
H -1.05091 3.87278 -4.31373
H 2.13689 0.65412 5.29907
H -3.69201 -2.45689 -4.71045
H 3.27084 2.27213 2.00262
H 1.19071 -7.15593 4.87524
H -4.55598 3.23034 -2.88682
H -2.37691 2.19577 -1.97343
H 2.35960 -5.30193 5.98372
H -0.84708 -4.46223 3.03250
H 2.70333 -5.65890 2.20459
H 0.61089 4.38257 -4.06490
H -2.47670 4.88912 0.98633
H -2.00673 2.94998 3.08908
H -0.39723 0.44952 -5.30646
H 2.50350 -7.36531 3.71344
H -1.50025 -1.11847 -6.49851
H -3.13738 3.53792 -3.88056
H 0.78115 -1.86081 -5.77929
H -2.08844 6.00036 -1.83626
H -3.34683 3.11889 -0.86331
H 1.90514 4.00424 2.50136
H 3.84285 -5.65302 5.12802
H 0.30100 0.83060 -3.73667
H -0.20298 2.72384 -2.32653
H 0.15808 -3.49471 -5.51412
H 2.18719 0.06654 2.28813
H -2.10419 -2.75410 -6.30331
H -4.85822 -0.38271 -4.80843
H 0.46291 -5.35608 2.27020
H 3.55928 0.23837 3.36681
H -0.80770 5.75798 -0.66001
H 0.13017 -1.51966 -3.66043
H -3.33637 -1.64505 -3.20358
H -0.70535 5.46356 -3.62910
H -3.76464 4.80141 -2.82284
H 0.48998 4.19772 -1.69513
```

* HOMO-LUMO gap: 8.4 eV
* molar mass: 600.62 g mol⁻¹
* LUMO: 0.219 eV

---

# 2
Here is a structure of composition C15H26IO3OsP2 at a distorted geometry from the OMol25 dataset. Energies are from ωB97M-V/def2-TZVPD.

```
48
Properties=species:S:1:pos:R:3
Os -0.31542 0.43099 -0.21579
I -2.77448 0.54840 0.03460
P -0.49269 -1.15658 -1.92101
P -0.09714 1.01686 2.04503
O 0.93152 2.90083 -1.44404
O 1.41103 -0.54754 0.26641
O 2.87201 0.02204 -1.37287
C 0.72571 2.64582 2.09994
C -1.56428 1.21574 3.12967
C 4.16125 -3.21392 1.95919
C -2.39140 1.99710 -1.75885
C 2.57910 -0.59951 -0.35938
C 3.20667 -2.38126 1.37437
C 5.46376 -3.25362 1.43061
C 0.95731 -0.04264 3.09899
C 4.85340 -1.61747 -0.24635
C 0.32286 -2.76767 -1.61806
C 0.31248 -0.45658 -3.40186
C -2.13301 -1.68220 -2.55105
C 0.47503 1.92728 -0.97980
C 3.55289 -1.55812 0.28479
C 5.79897 -2.46838 0.31694
H -2.20828 2.96778 -1.28582
H 6.81180 -2.52008 -0.11742
H 0.16209 3.36866 1.49874
H 0.23342 -1.16318 -4.23970
H -2.65730 -2.25661 -1.78053
H 0.78101 2.98909 3.13949
H -2.00017 -2.32342 -3.43303
H -0.17414 0.48679 -3.67993
H 0.58407 -1.07217 3.04849
H -2.74223 -0.81863 -2.83411
H 0.93509 0.29759 4.14301
H 1.98686 -0.01755 2.72479
H 1.73920 2.53990 1.69419
H -3.41375 1.90757 -2.14324
H -1.23986 1.59698 4.10539
H 1.37044 -0.26780 -3.17146
H -2.27456 1.92040 2.68861
H 3.89762 -3.84210 2.81831
H -2.04542 0.24288 3.27115
H 0.20804 -3.02654 -0.55810
H -0.14032 -3.55662 -2.22679
H -1.66192 1.68074 -2.50715
H 5.08240 -1.00204 -1.11856
H 6.20594 -3.92535 1.87120
H 2.18115 -2.38465 1.75372
H 1.39187 -2.70559 -1.86002
```

* HOMO-LUMO gap (alpha / beta): 7.4 / 5.3 eV
* molar mass: 633.45 g mol⁻¹
* LUMO (alpha / beta): -10.526 / -13.337 eV
* expectation value of S²: 6.03
* multiplicity: 5
* charge: +3

---

# 3
Here is a cluster of 6 separate species, C16H49N4O7 in total at a distorted geometry from the OMol25 dataset. Energies are from ωB97M-V/def2-TZVPD.

```
76
Properties=species:S:1:pos:R:3
O 1.71480 7.68336 -10.04764
O -3.98569 5.46137 -10.34338
O 2.27204 6.60235 -12.67717
O -0.93051 6.15186 -13.59065
O 2.81791 11.09309 -13.51397
O -2.46659 4.12433 -14.91175
O 3.26520 9.41000 -18.35381
N 1.91597 9.93394 -15.88927
N -0.12642 10.44761 -13.57918
N -2.22833 7.57933 -10.28831
N -0.20457 8.34105 -11.96166
C 0.50528 11.64602 -12.97200
C -4.46465 4.21732 -10.79527
C -1.12909 3.85819 -14.51883
C -3.59821 9.07247 -11.79395
C 2.18695 8.58142 -17.87160
C -0.45159 12.31968 -11.97382
C 2.92575 6.22021 -11.49105
C 1.28523 7.62616 -15.64644
C 2.22213 8.59001 -16.32437
C 4.06587 10.54479 -13.18240
C 2.98487 7.37698 -10.58557
C -0.86306 4.77550 -13.32602
C 3.59655 9.46153 -19.77641
C -4.07408 6.47775 -11.39109
C -3.58019 7.84462 -10.82362
C 1.91296 11.31134 -12.41645
H -5.08599 6.57719 -11.78384
H 4.65934 10.46211 -14.09292
H -1.24495 12.72299 -12.60312
H -2.78418 3.52562 -15.59167
H -2.33415 6.65652 -9.89167
H -0.47789 4.04204 -15.37338
H 2.37043 12.11957 -11.84585
H 3.70753 7.19123 -9.79098
H -1.76672 6.41859 -13.97950
H 0.25976 7.65532 -16.01476
H 1.23856 7.82425 -14.57561
H 2.34065 10.55583 -16.56232
H 0.07701 4.43591 -12.89123
H -2.85111 8.99700 -12.58404
H -0.10018 7.55048 -12.58151
H -0.90747 11.57326 -11.32334
H 4.47063 11.12908 -12.35604
H -3.31233 9.97008 -11.24561
H -0.08463 13.19703 -11.44118
H -0.96788 8.31368 -11.30082
H -1.01787 10.60629 -14.02665
H 0.63323 8.24542 -11.40573
H 3.25444 8.44700 -16.00502
H 3.82525 9.51975 -12.90043
H 0.46214 10.27193 -14.38095
H -2.17413 8.18368 -9.48089
H 1.77628 10.44084 -11.77485
H 0.49975 12.30386 -13.84109
H -0.06144 9.20477 -12.46524
H 2.32784 5.82268 -13.23448
H -4.23497 3.41860 -10.09001
H -4.22548 8.08896 -9.97982
H 3.38274 8.28656 -11.03553
H -3.55160 6.21866 -12.31195
H 2.30423 10.15708 -14.98397
H 4.20715 10.33611 -20.00088
H -3.90142 3.87244 -11.66240
H 1.24816 8.96288 -18.27319
H 2.35246 7.54672 -18.17176
H 2.40048 5.34322 -11.11280
H -1.02846 2.87420 -14.06086
H 4.18449 8.60067 -20.09474
H 3.93169 5.89936 -11.76167
H -1.55866 4.50370 -12.53208
H 1.55146 6.57739 -15.77802
H -5.48189 4.17188 -11.18419
H 1.52495 7.10749 -9.30338
H -4.63441 9.07408 -12.13218
H 2.78432 9.66145 -20.47527
```

* HOMO-LUMO gap: 9.2 eV
* relative energy (zero: lowest compared OMol25 entry of this formula, charge and spin): 181.4 kJ/mol
* molar mass: 409.59 g mol⁻¹
* LUMO: -1.945 eV
* charge: +1

---

# 4
Here is a structure of composition C11H15CrO8P at a distorted geometry from the OMol25 dataset. Energies are from ωB97M-V/def2-TZVPD.

```
36
Properties=species:S:1:pos:R:3
Cr 0.03929 0.07442 -0.88566
P 1.77597 0.97380 0.43607
O 2.41764 0.89018 1.98468
O 1.73347 2.59494 0.32971
O -2.58591 -1.73567 -0.91731
O -1.32670 2.31229 0.82310
O 3.12344 0.69298 -0.43631
O 0.80208 1.26590 -3.77129
O 0.17278 -1.76577 4.44334
O 1.92174 -2.36940 -0.40357
C -1.62438 -1.03115 -0.94658
C 1.26426 -1.45579 -0.70729
C 2.04416 1.73385 3.15129
C 2.68046 1.13663 4.41178
C -0.80538 1.55066 0.11728
C 2.32680 3.39814 -0.72102
C 1.25520 4.31041 -1.27367
C 4.48477 0.45516 -0.03288
C 5.19863 1.71458 0.41896
C -0.05484 -1.28716 3.42610
C 0.38196 0.78750 -2.82912
H 3.78430 1.13942 4.38382
H 6.25717 1.44280 0.59555
H 2.35949 0.09736 4.55808
H 5.17046 2.48619 -0.36252
H 0.94685 1.74281 3.19027
H 3.13645 3.96808 -0.22492
H 2.39859 1.68760 5.32080
H 4.98036 0.05506 -0.92297
H 2.78489 2.77405 -1.52565
H 0.53999 3.72829 -1.84793
H 4.51440 -0.31613 0.76886
H 1.68339 5.05192 -1.93839
H 4.78067 2.11349 1.35500
H 2.37874 2.77455 3.00584
H 0.76407 4.81007 -0.44776
```

* HOMO-LUMO gap (alpha / beta): 4.4 / 5.5 eV
* relative energy (zero: lowest compared OMol25 entry of this formula, charge and spin): 181.7 kJ/mol
* molar mass: 358.20 g mol⁻¹
* LUMO (alpha / beta): -16.477 / -15.500 eV
* expectation value of S²: 3.92
* multiplicity: 4
* charge: +3